1.
Below is a molecular structure, C23H33As2N3ReS4Si2, with properties calculated with wB97M-V/def2-TZVPD.

XYZ file:
```
68
C23H33As2N3ReS4Si2, DFT wB97M-V/def2-TZVPD
Re 0.0108 1.1642 -0.4202
As -3.4089 5.4770 2.7506
As -0.3421 -0.8480 0.7197
S -1.8944 4.4187 3.5925
S -3.1168 5.1776 0.4315
S -1.3882 4.2092 -0.0083
S -1.5612 2.3399 0.7226
Si 0.9239 -1.9370 3.0474
Si -2.1665 -2.4417 -0.1678
N 1.8827 1.5730 0.6436
N -1.1302 0.8143 -2.3337
N 1.4595 0.6499 -1.7921
C -2.4287 1.0087 -2.6023
C -2.9294 0.9641 -3.9088
C 3.4225 -0.0260 -3.6046
C -0.7150 -2.0861 4.0044
C -0.7625 0.3978 -4.6769
C 2.0906 -0.0248 -3.9848
C 0.8983 2.6166 2.6456
C 3.3398 2.4053 2.3455
C 2.1525 -0.6571 3.7330
C -3.4019 1.2843 -1.5104
C 1.1190 0.3462 -3.0568
C 4.4620 2.0383 1.6331
C 4.2749 1.4334 0.4008
C 2.7539 0.7094 -1.4250
C -2.2026 -2.3902 -2.0773
C 2.9864 1.2277 -0.0733
C -0.3080 0.4975 -3.3687
C 1.7599 -3.4422 2.2375
C -1.5507 -4.1360 0.4641
C -2.0944 0.6584 -4.9605
C 2.0611 2.1558 1.8381
C 3.7637 0.3709 -2.3219
C -3.7619 -1.7945 0.6568
H -0.5754 -4.3793 0.0456
H 2.9004 -0.3667 2.9999
H -3.9769 1.1629 -4.0768
H 2.1141 -4.1389 2.9943
H 3.4294 2.8966 3.3009
H -1.4829 -4.1766 1.5478
H 2.6277 -3.1444 1.6513
H -0.0831 0.1398 -5.4726
H 2.6875 -1.0898 4.5761
H 4.8011 0.4210 -2.0425
H 5.4525 2.2330 2.0138
H -3.8404 -2.1452 1.6826
H -2.4567 0.6206 -5.9753
H 5.1264 1.1517 -0.1929
H 1.8229 -0.3151 -4.9859
H 0.0847 1.8881 2.6631
H -3.4728 2.3603 -1.3359
H -2.2315 -4.9267 0.1585
H -3.1038 0.7942 -0.5824
H -2.8548 -1.6090 -2.4570
H 4.1889 -0.3188 -4.3076
H -2.5991 -3.3338 -2.4416
H 1.2051 2.8467 3.6613
H -1.1995 -1.1144 4.0933
H -3.8144 -0.7090 0.6860
H 1.0839 -3.9871 1.5835
H -4.3948 0.9443 -1.7994
H -0.5548 -2.4626 5.0129
H -1.4116 -2.7617 3.5128
H -1.2152 -2.2636 -2.5155
H 0.5227 3.5455 2.2160
H 1.6556 0.2370 4.0976
H -4.6333 -2.1533 0.1148
```

The net charge is +3. As for the lowest unoccupied orbital energy (spin up / spin down): -10.28 / -9.88 eV. The calculation puts the HOMO energy (spin up / spin down) at -16.083 / -15.887 eV. The molecular weight is 872.029 g/mol. As for the energy above the lowest of the compared OMol25 structures with the same formula, charge and spin: 0.0 kcal per mole.

Table of Mulliken atomic charges, one value per atom, all in e:
1. Re 0.064
2. As 0.477
3. As 0.166
4. S -0.115
5. S -0.192
6. S 0.160
7. S 0.010
8. Si 0.286
9. Si 0.462
10. N 0.271
11. N 0.224
12. N 0.143
13. C 0.814
14. C -0.608
15. C -0.987
16. C -0.988
17. C -0.820
18. C -0.997
19. C -1.906
20. C -0.684
21. C -0.788
22. C -1.227
23. C 1.006
24. C -0.871
25. C -0.817
26. C 0.733
27. C -0.923
28. C 1.173
29. C 0.824
30. C -0.888
31. C -1.071
32. C -0.994
33. C 0.954
34. C -0.948
35. C -1.060
36. H 0.295
37. H 0.175
38. H 0.555
39. H 0.401
40. H 0.499
41. H 0.288
42. H 0.332
43. H 0.425
44. H 0.516
45. H 0.485
46. H 0.507
47. H 0.380
48. H 0.503
49. H 0.436
50. H 0.480
51. H 0.414
52. H 0.311
53. H 0.432
54. H -0.321
55. H 0.210
56. H 0.492
57. H 0.512
58. H 0.465
59. H 0.355
60. H 0.249
61. H 0.228
62. H 0.545
63. H 0.441
64. H 0.263
65. H 0.274
66. H 0.364
67. H 0.211
68. H 0.394

=====

2.
Below is a molecular structure, C48H30Cl4N6PdS, with properties calculated with wB97M-V/def2-TZVPD.

XYZ file:
```
90
C48H30Cl4N6PdS, DFT wB97M-V/def2-TZVPD
Pd -0.2448 0.0787 -0.4919
Cl -6.5902 6.7657 -2.3555
Cl 6.4034 -6.5809 -0.4094
Cl 6.1948 6.6924 1.3063
Cl -6.9713 -6.4576 -0.6066
S -0.9043 -0.0262 1.9856
N -0.2596 2.0988 -0.5523
N 1.4586 -0.1355 3.3543
N -2.2059 0.0534 -0.9430
N -0.2024 -1.9422 -0.6064
N 1.7620 0.1103 -0.2797
N 0.7897 -2.0645 2.6666
C 1.4843 1.2942 3.6516
C -5.7167 -5.2809 -0.6480
C -2.9796 1.1507 -1.3013
C 4.2332 -5.3367 -1.4070
C 4.2027 5.6553 -0.1799
C -5.4496 5.5256 -2.0052
C -0.9033 -4.0804 -0.1391
C -1.3368 2.8840 -0.6768
C -4.2818 -0.6562 -1.5772
C 4.8922 4.3785 1.7501
C -5.7961 -4.1658 0.1778
C -3.6099 3.5270 -1.4430
C 4.2552 -3.3810 0.5658
C 2.0880 2.5397 0.0247
C -4.6421 -5.4541 -1.5096
C 1.9600 -2.2794 3.3468
C 0.4764 -0.7536 2.6718
C 0.2627 4.2453 0.1029
C -1.3233 -2.7533 -0.4885
C -1.0368 4.2287 -0.2639
C 0.8684 -2.7284 -0.4005
C -2.6220 2.4670 -1.1499
C -4.7936 -3.2152 0.1327
C -3.3146 4.5130 -2.3869
C -4.8356 3.5648 -0.7781
C -2.6213 -2.3677 -0.7397
C 3.9278 0.8321 -0.2908
C 3.9686 -0.5088 -0.4655
C 2.3780 -1.0648 3.7808
C 5.2041 -5.3481 -0.4123
C -3.6940 -3.3826 -0.7114
C 0.4531 -4.0702 -0.1035
C 3.2634 -4.3518 -1.3992
C 2.2308 -2.3020 -0.4288
C 2.5455 1.1948 -0.1643
C -2.9936 -1.0272 -1.0588
C 3.2671 -3.3566 -0.4191
C -4.2346 5.5022 -2.6800
C 5.2177 -4.3759 0.5784
C 3.9507 3.4146 1.4414
C 3.2486 4.6949 -0.4684
C -3.6302 -4.5103 -1.5315
C 2.6128 -0.9820 -0.4187
C -4.2651 0.6834 -1.7495
C 0.7772 2.9160 -0.1045
C -5.7526 4.5654 -1.0497
C 5.0151 5.4969 0.9341
C 3.1070 3.5661 0.3393
H 5.9788 -4.4028 1.3455
H 4.2637 -2.6205 1.3371
H -1.5632 -4.9100 0.0480
H 3.2352 -0.7906 4.3694
H 2.5115 -4.3400 -2.1783
H 4.8347 -1.1257 -0.6318
H -5.0748 -1.3450 -1.8118
H -2.7999 -4.6341 -2.2152
H -6.6387 -4.0508 0.8446
H -6.6966 4.6079 -0.5252
H -5.0634 2.8226 -0.0235
H 1.4510 1.8628 2.7244
H 0.6251 1.5583 4.2640
H 2.3864 -3.2581 3.4746
H -4.0202 6.2539 -3.4264
H 4.7521 1.5236 -0.2919
H 4.3238 6.5216 -0.8147
H 2.3995 1.5127 4.1942
H -4.6065 -6.3181 -2.1579
H 4.2457 -6.0942 -2.1777
H -5.0448 1.3099 -2.1465
H 1.1143 -4.8937 0.1070
H 0.8293 5.0750 0.4893
H -1.7432 5.0402 -0.2409
H -4.8538 -2.3463 0.7764
H 5.5346 4.2721 2.6128
H 0.2117 -2.7697 2.2283
H 3.8639 2.5380 2.0723
H 2.6262 4.8095 -1.3465
H -2.3695 4.4918 -2.9152
```

The net charge is +2. As for the lowest unoccupied orbital energy (spin up / spin down): -8.40 / -8.10 eV. The calculation puts the HOMO energy (spin up / spin down) at -13.009 / -12.424 eV. The molecular weight is 971.109 g/mol. As for the energy above the lowest of the compared OMol25 structures with the same formula, charge and spin: 0.0 kcal per mole.

Table of Mulliken atomic charges, one value per atom, all in e:
1. Pd 0.695
2. Cl -0.165
3. Cl -0.162
4. Cl -0.165
5. Cl -0.164
6. S -0.094
7. N -0.041
8. N 0.341
9. N 0.429
10. N -0.253
11. N 0.542
12. N 0.277
13. C -0.842
14. C 0.302
15. C 0.224
16. C -1.031
17. C -1.035
18. C 0.324
19. C -1.199
20. C -0.085
21. C -1.315
22. C -1.093
23. C -0.969
24. C -0.228
25. C -0.344
26. C 1.844
27. C -0.967
28. C -0.822
29. C -0.067
30. C -1.320
31. C -0.222
32. C -1.288
33. C -0.096
34. C 1.554
35. C -0.151
36. C -0.119
37. C -0.251
38. C 1.776
39. C -1.464
40. C -1.495
41. C -0.066
42. C 0.281
43. C -0.143
44. C -1.149
45. C -0.217
46. C 1.512
47. C 0.040
48. C 0.081
49. C -0.112
50. C -0.979
51. C -1.152
52. C -0.055
53. C -0.272
54. C -0.244
55. C 0.240
56. C -1.426
57. C 0.165
58. C -0.984
59. C 0.258
60. C -0.174
61. H 0.433
62. H 0.647
63. H 0.715
64. H 0.486
65. H 0.548
66. H 0.760
67. H 0.624
68. H 0.565
69. H 0.444
70. H 0.437
71. H 0.544
72. H 0.239
73. H 0.362
74. H 0.501
75. H 0.440
76. H 0.668
77. H 0.442
78. H 0.318
79. H 0.436
80. H 0.455
81. H 0.698
82. H 0.723
83. H 0.730
84. H 0.624
85. H 0.519
86. H 0.438
87. H 0.173
88. H 0.495
89. H 0.550
90. H 0.522

=====

3.
Below is 2 unconnected molecules or ions with the total composition C6H12N4S, with properties calculated with wB97M-V/def2-TZVPD.

XYZ file:
```
23
C6H12N4S, DFT wB97M-V/def2-TZVPD
S 3.9156 1.1697 1.3061
N -1.1154 -2.5455 -0.6082
N -1.5153 -3.4877 -1.0077
N -0.4216 2.2537 -0.8572
N 0.2982 0.3637 0.3530
C 1.5850 2.3406 0.4552
C -1.7786 2.2273 -1.0903
C 0.3228 1.6094 -0.0383
C 1.3497 0.0604 1.2327
C 2.1216 1.3802 1.5273
C -1.9928 -4.6345 -1.4921
H -2.9304 -4.9081 -0.9816
H 0.9310 -0.3748 2.1478
H 1.9249 1.7461 2.5331
H 1.3534 3.3356 0.8312
H -2.2260 3.1392 -0.6599
H 2.0002 -0.7094 0.7953
H -2.1972 -4.5474 -2.5698
H 4.3275 1.5842 2.5105
H 2.2641 2.4449 -0.3944
H -2.2911 1.3665 -0.6420
H -1.9504 2.3299 -2.1676
H -1.2659 -5.4481 -1.3409
```

The net charge is +2. As for the lowest unoccupied orbital energy (spin up / spin down): -10.82 / -8.14 eV. The calculation puts the HOMO energy (spin up / spin down) at -15.456 / -15.832 eV. The molecular weight is 172.257 g/mol. As for the energy above the lowest of the compared OMol25 structures with the same formula, charge and spin: 92.9 kcal per mole.

Table of Mulliken atomic charges, one value per atom, all in e:
1. S 0.068
2. N -0.138
3. N 0.591
4. N -0.171
5. N -0.346
6. C -0.725
7. C -0.706
8. C 0.311
9. C -0.826
10. C 0.214
11. C -0.402
12. H 0.315
13. H 0.320
14. H 0.460
15. H 0.354
16. H 0.322
17. H 0.443
18. H 0.314
19. H 0.280
20. H 0.398
21. H 0.324
22. H 0.290
23. H 0.312